Entry 1:
The molecule C4H6O in a non-equilibrium geometry. Source: OMol25; level of theory: the ωB97M-V functional and the def2-TZVPD basis.

Its LUMO energy is 0.851 eV. Its structure (SMILES) is C=C/C=C/O. As for the HOMO-LUMO gap: 9.18 eV. For the molecular weight, the calculation gives 70.1 g mol⁻¹. The HOMO energy comes out at -0.3060 hartree. As for the electronic energy: -231.1319 a.u.

Last column: Mulliken charge in e.
CARTESIAN COORDINATES (ANGSTROEM)
C  1.95662  -0.24903  -0.60340  -0.57
C  0.67913  0.11133  -0.89656  -0.32
C  -0.25284  0.47908  0.22454  -0.09
C  -1.57937  0.21047  0.32105  -0.09
O  -2.41879  -0.13192  1.39054  -0.48
H  2.64990  -0.98941  -1.16310  0.24
H  2.52870  0.41522  0.04066  0.25
H  0.05252  -0.38688  -1.58954  0.24
H  0.24564  1.18248  1.01388  0.23
H  -1.95425  0.06031  -0.68561  0.27
H  -1.90727  -0.70166  1.94754  0.31

Atoms 1-6, force components in eV/Å:
C 0.835 0.481 -1.886
C -0.766 -1.614 2.208
C 1.156 3.535 2.634
C 1.299 -1.092 -1.460
O 0.597 1.641 -1.543
H -1.675 1.470 0.463



Entry 2:
The molecule C4H6O in a non-equilibrium geometry. Source: OMol25; level of theory: the ωB97M-V functional and the def2-TZVPD basis.

Its LUMO energy is 1.166 eV. Its structure (SMILES) is C=C[C@H]1CO1. As for the HOMO-LUMO gap: 10.71 eV. For the molecular weight, the calculation gives 70.1 g mol⁻¹. The HOMO energy comes out at -0.3506 hartree. As for the electronic energy: -231.1529 a.u.

Last column: Mulliken charge in e.
CARTESIAN COORDINATES (ANGSTROEM)
C  0.65441  0.08690  1.61752  -0.68
C  0.84256  -0.56329  0.41429  -0.30
C  0.25907  -0.08852  -0.88670  0.15
C  -1.14527  0.28843  -1.05916  -0.36
O  -0.17015  1.27717  -0.97765  -0.40
H  0.07722  1.07311  1.78403  0.23
H  0.93671  -0.35804  2.55047  0.28
H  1.28726  -1.53075  0.66524  0.28
H  0.69953  -0.45799  -1.88859  0.31
H  -1.82979  0.06261  -0.14606  0.23
H  -1.61154  0.21037  -2.07339  0.27

Atoms 1-6, force components in eV/Å:
C -1.322 1.136 -2.004
C -1.053 1.371 3.254
C 1.262 -0.889 -1.990
C -2.135 -1.186 0.738
O 0.499 0.146 0.709
H 1.110 -1.554 -0.805



Entry 3:
A cluster of 2 separate species, C4H6O in total in a non-equilibrium geometry. Source: OMol25; level of theory: the ωB97M-V functional and the def2-TZVPD basis.

Its LUMO energy is 0.536 eV. As for the HOMO-LUMO gap: 8.01 eV. For the molecular weight, the calculation gives 70.1 g mol⁻¹. The HOMO energy comes out at -0.2746 hartree. As for the electronic energy: -230.9969 a.u.

Last column: Mulliken charge in e.
CARTESIAN COORDINATES (ANGSTROEM)
O  0.94461  -1.73455  1.89066  -0.34
C  0.61053  -0.54071  1.46831  -0.09
H  1.19740  -1.77755  2.82737  0.35
H  0.43982  0.13257  2.34157  0.05
C  -0.84350  -0.18753  -0.91128  -0.33
C  -0.69782  1.27432  -1.23200  -0.50
C  0.37302  0.21970  -1.23675  -0.19
H  -1.55200  -1.00959  -0.89456  0.34
H  1.34231  -0.04517  -1.64805  0.32
H  -0.73481  2.01331  -0.41738  0.17
H  -1.07957  1.65519  -2.18790  0.22

Atoms 1-6, force components in eV/Å:
O 0.479 0.381 0.094
C 0.204 -0.311 0.502
H -0.392 -0.185 0.314
H 0.274 -0.163 0.440
C 1.810 0.638 -1.807
C -0.057 0.201 0.163



Entry 4:
The molecule C4H6O in a non-equilibrium geometry. Source: OMol25; level of theory: the ωB97M-V functional and the def2-TZVPD basis.

Its LUMO energy is 1.163 eV. As for the HOMO-LUMO gap: 9.63 eV. For the molecular weight, the calculation gives 70.1 g mol⁻¹. The HOMO energy comes out at -0.3113 hartree. As for the electronic energy: -231.0670 a.u.

Last column: Mulliken charge in e.
CARTESIAN COORDINATES (ANGSTROEM)
C  1.12975  -0.20411  -0.02897  -0.76
C  -0.19054  0.96927  0.45387  -0.11
C  -1.01777  0.24655  -0.58225  -0.46
C  -0.23718  -0.79071  0.24495  -0.15
O  -0.48389  0.01991  1.46442  -0.41
H  1.54463  -0.24977  -1.04858  0.28
H  1.90272  -0.37325  0.74066  0.32
H  0.67850  1.58402  0.43379  0.37
H  -2.09355  0.25743  -0.39385  0.24
H  -0.76853  0.39336  -1.63331  0.24
H  -0.46416  -1.85270  0.34927  0.44

Atoms 1-6, force components in eV/Å:
C -0.578 -0.325 -0.025
C 2.600 -0.974 -1.014
C -0.105 -0.111 -0.243
C -0.233 -1.042 -0.132
O 0.115 -0.110 0.170
H -0.457 0.189 0.309



Entry 5:
The molecule C4H6O in a non-equilibrium geometry. Source: OMol25; level of theory: the ωB97M-V functional and the def2-TZVPD basis.

Its LUMO energy is 0.412 eV. Its structure (SMILES) is C#C[C@@H](C)O. As for the HOMO-LUMO gap: 10.24 eV. For the molecular weight, the calculation gives 70.1 g mol⁻¹. The HOMO energy comes out at -0.3612 hartree. As for the electronic energy: -231.1309 a.u.

Last column: Mulliken charge in e.
CARTESIAN COORDINATES (ANGSTROEM)
C  2.10687  0.54371  -0.48414  -0.07
C  1.22240  0.23953  0.27979  -0.64
C  -0.25339  0.23547  0.05045  0.62
C  -0.91910  -1.11546  0.11744  -1.16
O  -0.93040  1.19313  0.83013  -0.51
H  2.58472  0.91189  -1.35875  0.35
H  -0.28064  0.53532  -1.00543  0.11
H  -1.90519  -1.00397  -0.34044  0.30
H  -1.01948  -1.47072  1.14399  0.31
H  -0.33667  -1.83321  -0.47069  0.33
H  -0.26911  1.76432  1.23767  0.36

Atoms 1-6, force components in eV/Å:
C 0.154 -0.044 0.299
C 0.176 0.385 -1.235
C -0.243 -0.246 -0.172
C -0.110 -0.070 0.069
O -0.065 0.024 0.439
H 0.870 -0.066 0.247



Entry 6:
The molecule C4H6O in a non-equilibrium geometry. Source: OMol25; level of theory: the ωB97M-V functional and the def2-TZVPD basis.

Its LUMO energy is 0.658 eV. Its structure (SMILES) is C=C1O[C@@H]1C. As for the HOMO-LUMO gap: 9.45 eV. For the molecular weight, the calculation gives 70.1 g mol⁻¹. The HOMO energy comes out at -0.3230 hartree. As for the electronic energy: -231.1448 a.u.

Last column: Mulliken charge in e.
CARTESIAN COORDINATES (ANGSTROEM)
C  0.03997  -2.07723  -0.18807  -0.91
C  0.19242  -0.81360  -0.51119  0.53
O  1.01132  -0.05268  -1.14641  -0.48
C  -0.46441  0.47179  -0.37717  0.15
C  -0.08820  1.46515  0.67266  -0.99
H  -0.78045  -2.35734  0.45432  0.25
H  0.81148  -2.80365  -0.34146  0.28
H  -0.79347  0.91052  -1.30784  0.24
H  -0.32754  1.18606  1.69161  0.30
H  0.96964  1.64704  0.55080  0.33
H  -0.57075  2.42395  0.50273  0.30

Atoms 1-6, force components in eV/Å:
C -0.063 -0.463 0.816
C -1.173 -1.016 0.382
O -0.070 1.007 0.188
C 2.676 0.969 -1.505
C -0.598 0.350 0.181
H -0.147 0.033 -0.129



Entry 7:
The molecule C4H6O. Source: OMol25; level of theory: the ωB97M-V functional and the def2-TZVPD basis.

Its LUMO energy is 1.178 eV. Its structure (SMILES) is C=C[C@H]1CO1. As for the HOMO-LUMO gap: 11.09 eV. For the molecular weight, the calculation gives 70.1 g mol⁻¹. The HOMO energy comes out at -0.3643 hartree. As for the electronic energy: -231.1742 a.u.

Last column: Mulliken charge in e.
CARTESIAN COORDINATES (ANGSTROEM)
C  -1.63737  -0.89936  0.05720  -0.62
C  -0.64524  -0.24064  0.63848  -0.36
C  0.23608  0.77945  0.01308  0.07
C  1.58117  0.35566  -0.38339  -0.37
O  0.60563  0.71262  -1.35330  -0.39
H  -1.93885  -0.68212  -0.96250  0.25
H  -2.16314  -1.68869  0.58626  0.26
H  -0.36827  -0.45505  1.67123  0.28
H  0.07836  1.80902  0.34170  0.35
H  1.82393  -0.70642  -0.39737  0.26
H  2.42770  1.01551  -0.21139  0.26

Atoms 1-6, force components in eV/Å:
C 0.096 0.033 0.009
C -0.169 -0.119 -0.073
C -0.019 -0.016 0.283
C 0.285 -0.006 0.134
O -0.161 -0.038 -0.234
H 0.106 -0.092 0.042



Entry 8:
The molecule C4H6O in a non-equilibrium geometry. Source: OMol25; level of theory: the ωB97M-V functional and the def2-TZVPD basis.

Its LUMO energy is 0.978 eV. Its structure (SMILES) is C=C/C=C/O. As for the HOMO-LUMO gap: 9.64 eV. For the molecular weight, the calculation gives 70.1 g mol⁻¹. The HOMO energy comes out at -0.3183 hartree. As for the electronic energy: -231.1924 a.u.

Last column: Mulliken charge in e.
CARTESIAN COORDINATES (ANGSTROEM)
C  -1.18866  0.87164  1.97364  -0.80
C  -0.34968  0.91379  0.95222  0.00
C  -0.24988  -0.11162  -0.09586  -0.12
C  0.81953  -0.22757  -0.87183  -0.22
O  0.98765  -1.26483  -1.77111  -0.51
H  -1.32998  1.54350  2.80839  0.27
H  -1.85639  0.02024  2.03856  0.20
H  0.23056  1.79443  0.67438  0.25
H  -1.03936  -0.85720  -0.09095  0.28
H  1.68950  0.41677  -0.90118  0.34
H  0.23518  -1.32367  -2.36354  0.31

Atoms 1-6, force components in eV/Å:
C -0.604 -0.747 0.304
C 0.143 0.874 -1.205
C -0.073 0.088 0.989
C -0.164 -0.673 -0.701
O 0.194 0.227 -0.094
H 0.416 0.501 -0.363